No. 1
{
  "formula": "C28H24NO",
  "method": "wB97M-V/def2-TZVPD",
  "elements": ["C", "N", "C", "C", "C", "C", "C", "C", "C", "H", "H", "H", "H", "H", "H", "H", "H", "H", "C", "O", "C", "C", "C", "C", "C", "C", "C", "C", "C", "C", "C", "C", "C", "C", "C", "C", "C", "C", "C", "H", "H", "H", "H", "H", "H", "H", "H", "H", "H", "H", "H", "H", "H", "H"],
  "coordinates": [[-0.1871, 1.5984, 1.7002], [-1.4239, 1.2136, 1.0741], [-2.4559, 0.6936, 1.5431], [-3.7989, 1.2826, 1.7060], [-4.8560, 0.3836, 1.9238], [-6.1515, 0.8457, 2.1125], [-6.4015, 2.2323, 2.0918], [-5.3489, 3.1404, 1.8735], [-4.0426, 2.6690, 1.6842], [-0.1341, 2.6777, 1.9187], [0.0505, 1.0070, 2.6066], [0.5451, 1.3743, 0.9313], [-2.4780, -0.3662, 1.8597], [-4.6193, -0.6809, 1.9497], [-6.9681, 0.1319, 2.2734], [-7.4240, 2.5948, 2.2474], [-5.5551, 4.2201, 1.8499], [-3.2108, 3.3614, 1.5371], [-0.1031, -4.7504, -4.5017], [-0.4455, -4.6464, -3.0980], [-0.0820, -3.4908, -2.4799], [-0.3679, -3.3903, -1.0965], [0.0550, -2.2790, -0.4035], [0.7486, -1.2289, -1.0579], [1.4414, -0.2021, -0.3250], [1.9462, 1.0406, -0.9121], [2.9844, 1.5548, -0.0583], [3.6736, 2.7254, -0.3771], [3.3213, 3.4027, -1.5526], [2.2838, 2.9250, -2.3766], [1.5837, 1.7499, -2.0598], [3.1496, 0.6436, 1.0606], [2.2242, -0.4549, 0.8871], [2.3303, -1.5678, 1.7142], [3.3169, -1.5765, 2.7154], [4.1605, -0.4668, 2.9178], [4.0701, 0.6607, 2.0952], [0.9162, -1.3036, -2.4559], [0.5190, -2.4141, -3.1749], [-0.4458, -5.7472, -4.7910], [-0.6227, -3.9743, -5.0895], [0.9845, -4.6508, -4.6503], [-0.8782, -4.2266, -0.6192], [-0.1729, -2.1939, 0.6602], [4.4408, 3.0858, 0.3121], [3.8363, 4.3331, -1.8127], [2.0333, 3.4776, -3.2902], [0.7689, 1.3993, -2.6849], [1.6795, -2.4234, 1.5508], [3.4464, -2.4714, 3.3355], [4.8787, -0.4898, 3.7372], [4.6894, 1.5491, 2.2480], [1.4033, -0.5051, -3.0054], [0.6926, -2.4724, -4.2438]],
  "atomic_forces_ev_per_a": [[0.340, -1.288, -0.963], [-0.303, 2.595, 1.087], [-0.679, -1.045, 0.002], [-0.550, 0.132, -0.672], [0.154, 0.358, 0.048], [-0.181, 0.379, 0.014], [0.298, -0.282, -0.095], [0.017, -0.208, 0.054], [-0.337, -0.247, 0.036], [-0.234, -0.340, 0.000], [-0.047, 0.220, -0.260], [0.480, 0.529, 0.507], [0.228, -0.190, 0.647], [-0.195, 0.200, 0.004], [0.328, 0.394, -0.049], [0.474, -0.102, -0.083], [0.128, -0.592, 0.056], [-0.255, -0.254, -0.048], [-0.165, -0.073, 0.059], [0.631, 1.354, 0.246], [-0.337, -0.552, -0.749], [0.242, 0.098, -0.103], [-0.192, -0.513, 0.042], [0.024, 0.760, 0.723], [1.107, -1.241, -1.376], [0.763, 0.793, 0.522], [-0.519, 0.843, -1.295], [-0.519, -0.831, 0.445], [-0.510, -0.088, -0.271], [0.325, 0.119, 0.045], [0.207, 0.130, 0.270], [-0.372, -1.308, 0.628], [0.792, 1.071, 0.556], [0.149, 0.065, -0.008], [0.234, 0.195, 0.054], [-0.638, -0.670, 0.133], [-0.412, 0.281, -0.495], [-0.244, -0.113, -0.631], [-0.087, -0.222, 0.606], [0.139, 0.310, -0.021], [0.096, -0.398, 0.249], [-0.384, -0.149, 0.128], [0.079, 0.315, -0.077], [0.054, 0.008, -0.347], [-0.163, 0.033, -0.424], [-0.212, -0.410, 0.035], [0.058, -0.261, 0.478], [0.061, 0.251, 0.054], [0.313, 0.081, 0.239], [-0.130, 0.479, -0.229], [-0.137, -0.020, -0.268], [-0.012, -0.484, -0.034], [0.066, -0.215, 0.255], [0.025, 0.107, 0.278]],
  "nbo_charge": [-0.395, -0.543, 0.264, -0.160, -0.160, -0.220, -0.174, -0.217, -0.151, 0.201, 0.176, 0.184, 0.099, 0.210, 0.225, 0.225, 0.225, 0.226, -0.267, -0.453, 0.411, -0.261, -0.124, -0.115, 0.279, -0.189, 0.088, -0.216, -0.125, -0.220, -0.115, -0.017, -0.078, -0.146, -0.206, -0.131, -0.196, -0.028, -0.343, 0.226, 0.192, 0.193, 0.253, 0.233, 0.233, 0.238, 0.239, 0.229, 0.227, 0.237, 0.237, 0.234, 0.222, 0.245],
  "charge": 1,
  "de_lowest_ev": 2.401,
  "energy_ha": -1211.031360,
  "homo_energy_ev": -10.06
}

No. 2
{
  "formula": "C28H25AlBrIN7O2S2",
  "method": "wB97M-V/def2-TZVPD",
  "elements": ["Al", "N", "C", "S", "N", "N", "C", "C", "C", "C", "C", "C", "C", "O", "H", "H", "H", "H", "H", "H", "H", "Br", "C", "C", "C", "C", "C", "C", "I", "H", "H", "H", "H", "O", "S", "C", "C", "C", "C", "C", "C", "C", "C", "C", "C", "C", "C", "H", "H", "H", "H", "H", "H", "H", "H", "H", "H", "N", "C", "N", "N", "C", "N", "H", "H", "H", "H"],
  "coordinates": [[0.0458, -0.7491, 0.5334], [-4.1525, -1.6358, 0.2728], [-2.8517, -1.3202, 0.0860], [-2.0294, -0.5508, 1.4362], [-2.3184, -1.6174, -1.0606], [-0.9848, -1.2412, -1.1195], [-0.4238, -1.3558, -2.2680], [0.9297, -0.9027, -2.5380], [1.4991, -1.2074, -3.7794], [2.7353, -0.7155, -4.1400], [3.4050, 0.1292, -3.2547], [2.8590, 0.4533, -2.0284], [1.6261, -0.0753, -1.6375], [1.1409, 0.2443, -0.4380], [-4.6369, -1.3066, 1.0866], [-4.6808, -1.9537, -0.5217], [-1.0125, -1.7680, -3.0851], [0.9393, -1.8267, -4.4695], [3.1640, -0.9578, -5.1013], [4.3620, 0.5489, -3.5369], [3.3644, 1.1209, -1.3428], [-2.3275, 2.0518, 4.6280], [-2.5676, 3.7732, 3.8749], [-3.6108, 4.5374, 4.3798], [-3.8580, 5.7994, 3.8659], [-3.0639, 6.3013, 2.8477], [-2.0204, 5.5413, 2.3452], [-1.7659, 4.2716, 2.8531], [-0.1999, 3.2084, 1.9913], [-4.2280, 4.1347, 5.1699], [-4.6745, 6.3863, 4.2620], [-3.2528, 7.2842, 2.4401], [-1.4006, 5.9301, 1.5504], [0.7728, -2.4342, 0.6741], [1.3519, -3.8228, 0.7960], [1.7857, -3.9899, 2.4970], [2.8607, -3.3152, 3.0661], [3.0970, -3.4678, 4.4198], [2.2720, -4.2885, 5.1837], [1.2030, -4.9536, 4.6045], [0.9506, -4.8046, 3.2477], [2.9199, -3.7000, -0.0009], [3.5088, -4.8865, -0.4171], [4.7374, -4.8256, -1.0550], [5.3424, -3.5957, -1.2810], [4.7253, -2.4203, -0.8772], [3.5017, -2.4615, -0.2251], [3.5088, -2.6956, 2.4594], [3.9343, -2.9603, 4.8780], [2.4748, -4.4185, 6.2369], [0.5714, -5.5956, 5.2012], [0.1221, -5.3188, 2.7798], [3.0168, -5.8358, -0.2562], [5.2134, -5.7359, -1.3900], [6.2949, -3.5544, -1.7900], [5.1899, -1.4646, -1.0770], [3.0049, -1.5523, 0.0808], [0.6419, 0.5191, 6.8030], [0.9040, 0.8375, 5.5276], [1.2411, 2.1003, 5.2494], [0.8761, -0.1517, 4.6602], [0.8466, -0.0833, 3.3883], [0.8431, -0.1432, 2.2267], [0.5350, 1.2199, 7.5128], [0.3226, -0.4155, 6.9903], [1.1279, 2.8165, 5.9462], [1.2861, 2.4237, 4.2945]],
  "atomic_forces_ev_per_a": [[-0.123, 0.027, -0.193], [0.014, -0.008, 0.042], [-0.076, -0.031, -0.020], [-0.006, -0.053, -0.029], [0.311, 0.119, 0.191], [-0.104, -0.195, -0.120], [0.166, 0.150, 0.035], [-0.244, -0.120, -0.004], [0.089, 0.033, -0.072], [-0.052, -0.005, 0.080], [0.015, 0.029, -0.005], [0.021, -0.021, -0.078], [-0.101, 0.203, 0.043], [0.115, -0.237, 0.149], [0.011, 0.013, -0.015], [-0.016, 0.000, -0.004], [0.002, 0.010, 0.013], [-0.010, -0.033, -0.004], [0.015, -0.005, -0.021], [0.024, 0.005, 0.000], [0.019, 0.005, 0.008], [0.070, -0.051, -0.063], [-0.003, 0.069, -0.048], [0.004, 0.025, -0.021], [-0.010, -0.028, 0.024], [0.054, -0.015, -0.018], [-0.079, 0.007, 0.059], [-0.065, 0.051, 0.051], [0.042, -0.060, -0.077], [-0.010, -0.004, 0.016], [-0.019, 0.007, 0.013], [-0.002, 0.022, -0.009], [0.018, 0.007, -0.023], [-0.274, 0.570, -0.044], [-0.166, -0.201, -0.131], [0.100, -0.006, 0.103], [-0.015, -0.009, 0.016], [-0.021, -0.015, -0.004], [0.001, 0.010, -0.055], [0.000, 0.006, -0.017], [0.092, 0.011, 0.095], [0.124, -0.037, -0.002], [0.101, 0.123, -0.042], [-0.013, -0.002, 0.011], [-0.038, -0.028, 0.004], [-0.004, 0.013, 0.022], [0.084, -0.113, -0.072], [-0.021, -0.010, 0.001], [0.011, 0.011, 0.021], [0.010, 0.001, 0.061], [-0.024, -0.014, 0.027], [-0.034, -0.020, -0.032], [-0.038, -0.056, 0.020], [0.021, -0.026, -0.007], [0.032, 0.004, -0.018], [-0.001, 0.007, -0.001], [-0.018, 0.034, 0.033], [-0.011, -0.049, -0.080], [0.053, 0.279, 0.178], [0.021, 0.069, -0.021], [-0.216, -0.406, 0.300], [0.306, 0.185, -0.364], [-0.110, -0.160, 0.119], [0.039, 0.016, 0.035], [0.014, 0.015, 0.010], [-0.011, -0.004, 0.026], [-0.066, -0.116, -0.093]],
  "nbo_charge": [1.755, -0.788, 0.307, -0.333, -0.412, -0.417, 0.173, -0.246, -0.134, -0.259, -0.167, -0.300, 0.443, -0.901, 0.406, 0.409, 0.207, 0.216, 0.224, 0.219, 0.223, 0.059, -0.113, -0.227, -0.188, -0.196, -0.212, -0.211, 0.191, 0.235, 0.230, 0.230, 0.233, -1.059, 1.331, -0.214, -0.216, -0.189, -0.173, -0.203, -0.205, -0.207, -0.224, -0.193, -0.180, -0.182, -0.231, 0.236, 0.227, 0.226, 0.231, 0.234, 0.230, 0.231, 0.229, 0.230, 0.243, -0.760, 0.681, -0.774, -0.640, 0.653, -0.658, 0.409, 0.426, 0.409, 0.427],
  "charge": 1,
  "energy_ha": -5526.304837,
  "homo_energy_ev": -9.98
}

No. 3
{
  "formula": "C28H25B11Br6Cl2N7O3S4W",
  "method": "wB97M-V/def2-TZVPD",
  "elements": ["W", "O", "C", "C", "C", "C", "C", "C", "C", "N", "C", "C", "N", "H", "H", "H", "H", "H", "H", "H", "S", "C", "C", "C", "C", "N", "C", "C", "C", "S", "C", "N", "H", "H", "Br", "B", "B", "C", "B", "B", "B", "B", "B", "Br", "B", "Br", "B", "Br", "B", "Br", "B", "Br", "H", "H", "H", "H", "H", "H", "Cl", "C", "Cl", "H", "H", "N", "C", "C", "C", "C", "C", "C", "S", "O", "O", "N", "C", "S", "C", "C", "N", "H", "H", "H", "H", "H", "H", "H", "H"],
  "coordinates": [[0.4996, 0.0172, -0.4734], [-0.1333, 1.8032, -0.4404], [0.1877, 2.9630, -1.0697], [-0.1683, 4.1452, -0.4345], [0.0802, 5.3581, -1.0464], [0.6745, 5.3948, -2.3032], [1.0268, 4.2155, -2.9274], [0.7998, 2.9757, -2.3214], [1.1914, 1.7379, -2.9883], [1.0827, 0.4895, -2.5336], [1.6134, -0.3385, -3.5131], [2.0224, 0.4128, -4.5577], [1.7486, 1.7115, -4.2116], [-0.6484, 4.0905, 0.5328], [-0.1932, 6.2777, -0.5473], [0.8572, 6.3396, -2.7948], [1.4899, 4.2757, -3.9035], [1.6577, -1.4052, -3.4135], [2.4637, 0.1424, -5.4998], [1.9185, 2.5158, -4.7893], [1.8649, -1.9329, 0.5514], [3.2387, -1.6790, -0.5482], [3.8193, -2.7969, -1.1201], [4.8374, -2.6266, -2.0496], [5.4166, -3.7756, -2.6872], [5.8624, -4.6991, -3.2032], [5.2821, -1.3308, -2.3460], [4.7036, -0.2222, -1.7423], [3.6412, -0.3789, -0.8598], [2.7816, 0.9857, -0.1821], [6.3078, -1.1208, -3.3330], [7.0975, -0.9323, -4.1444], [3.4913, -3.7935, -0.8561], [5.0558, 0.7688, -1.9941], [-2.3376, -0.4031, 0.2155], [-3.2158, -1.4272, -1.2369], [-4.7337, -2.3114, -1.2239], [-5.2180, -2.2600, -2.8558], [-4.5683, -0.8394, -2.2144], [-4.2549, -1.3339, -3.9021], [-4.2222, -3.1042, -3.9527], [-4.5341, -3.7087, -2.3099], [-3.2188, -3.2144, -1.2619], [-2.5876, -4.2687, 0.2304], [-2.8866, -3.7071, -2.9672], [-1.9003, -5.3226, -3.3651], [-2.7047, -2.2028, -3.9614], [-1.4709, -2.0938, -5.4522], [-2.9455, -0.7993, -2.8886], [-2.0375, 0.8996, -3.1303], [-2.1171, -2.2842, -2.2938], [-0.1865, -2.2683, -1.7899], [-5.5333, -2.3606, -0.3600], [-6.2795, -2.2717, -3.0494], [-5.2434, 0.1007, -1.9944], [-4.7374, -0.7258, -4.7876], [-4.7025, -3.6720, -4.8659], [-5.2058, -4.6649, -2.1646], [-0.4992, -2.7244, 2.5590], [-1.5842, -2.0303, 3.7860], [-3.0687, -2.9516, 3.9581], [-1.8333, -1.0234, 3.4682], [-1.0545, -2.0335, 4.7315], [1.1618, -6.4987, 5.5853], [1.7403, -5.4374, 4.9758], [2.0459, -4.2730, 5.7017], [2.6238, -3.1917, 5.0784], [2.9153, -3.2551, 3.7155], [2.6354, -4.4132, 2.9834], [2.0478, -5.4863, 3.6024], [3.6142, -1.8940, 2.9354], [4.5261, -2.2971, 1.9191], [3.9161, -0.8704, 3.8822], [2.2830, -1.2270, 2.0442], [1.5254, -0.1520, 2.4526], [1.7286, 0.6899, 3.9283], [0.3527, 1.6544, 3.5498], [-0.1596, 1.3122, 2.3598], [0.4994, 0.2650, 1.7277], [0.9751, -6.4912, 6.5707], [0.9673, -7.3430, 5.0797], [1.8304, -4.2330, 6.7618], [2.8599, -2.2975, 5.6389], [2.8919, -4.4741, 1.9341], [1.8266, -6.3825, 3.0374], [0.0093, 2.4199, 4.2251], [-1.0204, 1.7459, 1.8781]],
  "atomic_forces_ev_per_a": [[0.343, 0.380, 0.061], [0.151, 0.046, -0.015], [-0.129, -0.139, 0.072], [0.011, 0.069, -0.043], [0.002, -0.006, 0.024], [-0.008, -0.031, -0.015], [0.014, 0.037, 0.036], [0.047, -0.023, -0.076], [-0.094, 0.069, 0.002], [0.074, -0.106, -0.061], [-0.018, 0.055, 0.035], [-0.011, 0.005, -0.009], [-0.011, -0.036, 0.001], [0.001, -0.005, 0.003], [-0.013, 0.001, -0.010], [0.016, 0.003, 0.007], [0.012, -0.001, 0.002], [0.009, -0.003, -0.018], [0.007, -0.002, 0.004], [-0.019, 0.009, -0.017], [-0.044, -0.181, -0.149], [0.005, 0.008, 0.088], [0.025, 0.014, 0.022], [-0.003, -0.070, -0.006], [0.003, 0.068, -0.024], [-0.006, -0.015, 0.024], [0.062, 0.032, -0.043], [-0.024, 0.039, 0.025], [0.013, 0.002, 0.011], [-0.225, -0.105, -0.092], [-0.028, -0.054, 0.030], [0.011, 0.020, 0.017], [-0.006, 0.003, 0.002], [-0.021, 0.000, -0.026], [-0.076, -0.021, 0.194], [0.056, 0.025, -0.201], [-0.164, -0.060, 0.059], [0.130, -0.026, 0.058], [-0.014, 0.011, -0.023], [-0.143, -0.029, -0.044], [-0.154, -0.107, -0.118], [-0.156, -0.110, -0.032], [0.109, 0.055, -0.048], [-0.024, -0.078, 0.034], [-0.007, 0.054, 0.017], [0.069, -0.028, -0.021], [0.021, -0.028, 0.077], [0.030, -0.036, -0.061], [0.270, -0.075, 0.243], [-0.099, 0.130, -0.181], [-0.207, 0.450, 0.032], [0.079, -0.257, -0.004], [0.036, 0.037, 0.021], [-0.001, 0.006, -0.007], [0.054, 0.022, 0.027], [0.044, 0.024, 0.005], [0.034, 0.005, -0.010], [0.039, -0.013, 0.033], [-0.027, -0.198, 0.233], [0.035, 0.097, -0.041], [-0.023, -0.027, -0.010], [0.003, 0.004, 0.014], [0.000, 0.002, 0.004], [-0.010, 0.017, -0.005], [-0.029, -0.041, -0.003], [-0.010, 0.045, -0.004], [-0.121, 0.028, -0.052], [0.067, -0.123, 0.107], [0.077, -0.003, 0.012], [-0.008, 0.006, 0.002], [-0.158, -0.175, 0.181], [-0.083, -0.013, -0.064], [0.069, 0.002, -0.042], [0.285, 0.539, -0.355], [-0.202, -0.289, 0.115], [0.048, -0.035, 0.039], [-0.069, 0.008, 0.008], [-0.167, -0.156, 0.025], [0.135, 0.235, -0.072], [0.004, -0.002, 0.006], [0.005, -0.002, -0.001], [0.005, -0.002, 0.003], [0.022, -0.004, 0.007], [0.025, 0.004, 0.004], [0.007, -0.002, 0.001], [0.003, -0.001, 0.002], [0.042, 0.052, -0.027]],
  "lowdin_spin": [1.697, 0.063, 0.016, -0.001, 0.003, 0.000, 0.003, 0.003, 0.016, 0.018, 0.007, 0.003, 0.006, 0.000, 0.000, 0.000, 0.000, 0.000, 0.000, 0.000, 0.009, 0.021, 0.005, 0.003, 0.000, 0.001, 0.005, 0.004, 0.016, 0.002, 0.000, 0.002, 0.000, 0.000, 0.013, 0.004, 0.001, 0.000, 0.001, 0.000, 0.000, 0.000, 0.001, 0.000, 0.000, 0.000, 0.000, 0.000, 0.001, 0.010, 0.004, 0.020, 0.000, 0.000, 0.000, 0.000, 0.000, 0.000, 0.001, 0.000, 0.000, 0.000, 0.000, 0.000, 0.000, 0.000, 0.000, 0.000, 0.000, 0.000, 0.000, 0.000, 0.000, 0.007, 0.014, 0.003, 0.002, 0.004, 0.011, 0.000, 0.000, 0.000, 0.000, 0.000, 0.000, 0.000, 0.000],
  "charge": 1,
  "multiplicity": 3,
  "energy_ha": -19988.985558,
  "homo_energy_ev": [-10.99, -11.12],
  "s2": 2.02
}